# 1
67
Properties=species:S:1:pos:R:3:lowdin_spin:R:1 method="wB97M-V/def2-TZVPD" lumo_energy_ev="-5.826 / -8.497" total_charge=+2 e_above_lowest_kcal_mol=7.0 e_tot_ev=-102392.223 homo_lumo_gap_ha="0.27948 / 0.18131" spin_multiplicity=5
Ru -0.49109 -1.41785 0.91101 3.42
C 2.90224 -1.98303 1.94524 0.01
C 1.80395 -2.76174 2.56567 0.04
N 0.49536 -2.55817 2.35557 0.12
C -0.19731 -3.45206 3.16714 0.02
C 0.70079 -4.18004 3.85988 0.01
N 1.95122 -3.73494 3.47146 0.01
C 3.23613 -4.30041 3.92910 0.00
N 3.74202 -5.26704 3.02231 0.00
N 4.42471 -4.84531 1.91567 0.00
N 4.66932 -5.84043 1.17052 0.00
C 4.13382 -6.97761 1.74471 0.00
C 4.15573 -8.30733 1.31824 0.00
C 3.52785 -9.22858 2.12284 0.00
C 2.89755 -8.85084 3.32476 0.00
C 2.87333 -7.54450 3.76149 0.00
C 3.50866 -6.61474 2.93849 0.00
H 2.49137 -1.14104 1.39046 0.00
H 3.51286 -2.60296 1.28847 0.00
H 3.56661 -1.58260 2.71266 0.00
H -1.27277 -3.50065 3.19099 0.00
H 0.56981 -4.96755 4.58095 0.00
H 3.06861 -4.74860 4.90543 0.00
H 3.95240 -3.48742 4.02242 0.00
H 4.65442 -8.58655 0.40085 0.00
H 3.51987 -10.27220 1.84120 0.00
H 2.42940 -9.61734 3.92748 0.00
H 2.40656 -7.27560 4.70042 0.00
C -3.20651 1.13143 0.01537 0.03
As -2.81475 -0.30757 1.24543 0.10
C -2.83733 0.47967 3.01588 0.02
C -4.32098 -1.55178 1.12462 0.02
C -5.57502 -0.92341 1.65084 0.00
C -6.39583 -0.16962 0.81565 0.00
C -7.54328 0.42534 1.31768 0.00
C -7.87763 0.27619 2.65631 0.00
C -7.06622 -0.47842 3.49321 0.00
C -5.91892 -1.07329 2.99369 0.00
H -4.17445 1.55890 0.27592 0.00
H -3.23959 0.74326 -1.00062 0.00
H -2.43948 1.89895 0.09869 0.00
H -3.87224 0.66331 3.30354 0.00
H -2.29569 1.42360 2.99201 0.00
H -2.37547 -0.19243 3.73639 0.00
H -4.04077 -2.44774 1.67876 0.00
H -4.40440 -1.81960 0.07008 0.00
H -6.15792 -0.07236 -0.23794 0.00
H -8.18425 0.99594 0.65947 0.00
H -8.77554 0.73680 3.04447 0.00
H -7.33406 -0.61180 4.53260 0.00
H -5.29754 -1.67793 3.64587 0.00
F -1.72587 -0.90712 -2.42795 0.01
B -0.64487 -1.34928 -1.83742 0.03
F -0.72067 -2.60006 -1.31638 0.05
C 3.14127 -0.36050 -1.29972 0.00
C 1.96041 -1.28021 -1.58431 0.01
C 2.10516 -1.94977 -2.95034 0.00
C 0.63767 -0.49691 -1.52805 0.04
H 4.07590 -0.92017 -1.28065 0.00
H 3.04015 0.17056 -0.35016 0.00
H 3.22484 0.39441 -2.08384 0.00
H 1.92618 -2.07868 -0.82754 0.00
H 2.12764 -1.19980 -3.74343 0.00
H 1.28730 -2.64506 -3.15794 0.00
H 3.03281 -2.51766 -3.00273 0.00
H 0.64054 0.31768 -2.26447 0.00
H 0.56689 0.10201 -0.58470 0.01

# 2
23
Properties=species:S:1:pos:R:3:lowdin_charge:R:1 method="wB97M-V/def2-TZVPD" lumo_energy_ev=0.774 total_charge=0 e_above_lowest_kcal_mol=84.6 e_tot_ev=-12505.066 homo_lumo_gap_ha=0.31698
C -1.90164 2.58302 -0.70684 -0.10
C -0.63010 2.43221 -0.21070 -0.01
C -2.67128 1.45933 -1.02932 -0.14
C -0.24217 1.12014 0.13352 -0.30
C -1.10579 0.06515 -0.15367 -0.28
C -0.59851 -1.29997 0.06013 -0.09
C 0.87414 -1.17495 0.47186 -0.34
C 1.34554 -1.64978 1.80045 -0.04
C 1.73329 -1.15565 -0.75504 -0.10
N -2.27525 0.18356 -0.75607 0.10
N 0.94882 0.79256 0.74381 0.10
H -2.32505 3.47055 -0.89374 0.05
H -0.05370 3.41547 -0.05442 0.14
H -3.73810 1.55239 -1.50525 0.13
H -1.06213 -1.90446 0.88961 0.14
H -0.65949 -1.98522 -0.82765 0.13
H 0.71088 -1.41886 2.54881 0.05
H 2.22350 -1.16131 1.91601 0.04
H 1.55295 -2.81467 1.64363 0.15
H 2.91030 -1.03430 -0.53937 0.12
H 1.51436 -0.50402 -1.55134 0.05
H 1.75245 -2.16618 -1.41918 0.13
H 1.69697 1.19498 0.19477 0.08

# 3
18
Properties=species:S:1:pos:R:3:lowdin_charge:R:1 method="wB97M-V/def2-TZVPD" lumo_energy_ev="-0.857 / -0.856" total_charge=0 e_above_lowest_kcal_mol=73.2 e_tot_ev=-24204.022 homo_lumo_gap_ha="0.21479 / 0.21415"
O 0.25502 0.83947 1.78908 -0.08
C 0.63642 -0.11309 1.07501 -0.58
O 1.09365 -1.22778 1.45472 -0.10
O -0.13263 -1.68304 -1.05524 -0.06
O -2.04564 -1.37494 0.09635 0.02
C -3.11051 -0.45882 -0.14073 -0.13
C -2.53982 0.45505 -1.21927 -0.13
O -1.12935 0.35250 -0.99384 -0.03
C -0.84753 -0.87948 -0.39183 -0.54
H -3.99605 -1.01698 -0.46189 0.13
H -3.33154 0.08171 0.79047 0.13
H -2.85786 1.49920 -1.12346 0.12
H -2.77243 0.11384 -2.23678 0.13
Na 0.24223 2.72008 0.56779 0.72
Li 1.47539 -2.17277 -0.18691 0.75
O 2.15274 1.57401 -0.38495 0.06
O 2.88188 -0.55674 -0.61591 0.05
C 2.39286 0.42668 -0.11651 -0.46

# 4
14
Properties=species:S:1:pos:R:3:lowdin_charge:R:1 method="wB97M-V/def2-TZVPD" lumo_energy_ev=0.684 total_charge=0 e_above_lowest_kcal_mol=52.0 e_tot_ev=-11214.522 homo_lumo_gap_ha=0.29304
N -2.69776 -0.08308 0.05583 0.13
C -1.24593 -0.22994 -0.13198 -0.37
N -0.46777 -1.32532 -0.03135 0.15
C 0.80427 -0.68712 0.01975 -0.37
N 1.93759 -1.45247 -0.07072 0.03
C 0.64047 0.73912 -0.11506 -0.38
N 1.46397 1.78383 0.10100 0.06
O -0.72258 1.03862 -0.11076 0.08
H -2.87354 0.84190 0.28894 0.05
H -3.18436 -0.85301 0.46306 0.08
H 2.94322 -0.93671 0.01845 0.15
H 1.97378 -2.36332 0.61293 0.15
H 2.24468 1.90110 -0.60255 0.11
H 1.83189 1.70798 1.08574 0.11

# 5
11
Properties=species:S:1:pos:R:3:lowdin_charge:R:1 method="wB97M-V/def2-TZVPD" lumo_energy_ev=0.387 total_charge=0 e_above_lowest_kcal_mol=75.6 e_tot_ev=-10248.987 homo_lumo_gap_ha=0.37977
H -2.24600 -1.76961 -0.35762 0.06
N -2.37405 -0.77116 -0.19449 0.15
C -1.13932 -0.47130 -0.01089 -0.41
N -0.62155 0.81088 -0.02371 0.01
C 0.87372 0.86589 -0.06817 -0.09
C 1.33260 -0.55557 -0.09226 -0.44
O 2.44582 -0.93546 -0.14564 0.16
O 0.13009 -1.29004 0.27397 0.03
H -1.08684 1.69118 0.66032 0.25
H 1.39347 0.94500 0.85289 0.12
H 1.29206 1.48019 -0.89440 0.15